Density functional theory data (the ωB97M-V functional and the def2-TZVPD basis) for a structure of composition C41H66FN5RhS2SbSi4 at a distorted geometry.

Each line ends with the Löwdin charge.
Cartesian coordinates (Å):
Rh -0.3138 0.0421 0.9536  0.739
C -6.0010 -0.6571 0.8511  -0.180
Si -5.3084 -1.3377 2.4518  0.518
C -5.2185 -0.0003 3.7646  -0.173
C -6.4040 -2.7361 3.0675  -0.186
C -3.5836 -2.0646 2.1747  -0.235
C -3.2640 -3.3578 2.5733  -0.064
C -1.9667 -3.8566 2.4687  -0.048
C -0.9956 -3.0367 1.9357  -0.114
N -1.2808 -1.8161 1.4890  -0.079
C -2.5278 -1.3280 1.6236  -0.699
S -2.5603 0.3607 1.1305  0.716
H -7.0645 -0.4319 0.9687  0.036
H -5.8819 -1.3752 0.0374  0.025
H -5.4896 0.2622 0.5620  0.008
H -6.2086 0.4304 3.9341  0.032
H -4.5467 0.8056 3.4648  0.011
H -4.8638 -0.4091 4.7134  0.034
H -7.4171 -2.3599 3.2291  0.032
H -6.0524 -3.1424 4.0185  0.031
H -6.4682 -3.5555 2.3483  0.036
H -4.0318 -3.9890 3.0064  0.096
H -1.7149 -4.8516 2.8071  0.103
H 0.0360 -3.3548 1.8351  0.116
C 3.0622 3.4430 -0.6949  -0.308
Sb 2.2962 1.9398 0.6545  1.442
C 0.2052 1.8763 0.1103  -0.625
C -0.0999 1.8745 -1.3428  -0.432
C -0.7019 0.7978 -2.0067  -0.061
C -0.9127 0.8667 -3.3718  -0.088
C -0.5773 2.0224 -4.0594  -0.077
C -0.0468 3.0694 -3.3213  -0.146
N 0.1948 3.0058 -2.0186  0.090
Si -0.5861 3.4288 0.9001  0.403
C 0.3561 5.0500 0.6616  -0.203
C -2.2592 3.7124 0.0747  -0.178
C -0.7882 3.2590 2.7580  -0.180
C 3.4840 0.1401 -0.0890  -0.535
C 2.6855 -1.1189 -0.1482  -0.418
C 3.3380 -2.3670 -0.1432  -0.065
C 2.6619 -3.5189 -0.4700  -0.044
C 1.3199 -3.4319 -0.8218  -0.064
C 0.7151 -2.2009 -0.7225  -0.173
N 1.3526 -1.0743 -0.3532  0.059
Si 4.1018 0.3378 -1.9077  0.478
C 2.6563 0.6918 -3.0491  -0.155
C 5.4593 1.6390 -2.0932  -0.168
C 4.8394 -1.2512 -2.6109  -0.163
Si 4.9806 0.0190 1.1198  0.453
C 5.5018 1.7303 1.6981  -0.206
C 6.5406 -0.7690 0.3943  -0.183
C 4.5996 -1.0560 2.6334  -0.163
H 2.3142 4.2299 -0.7163  -0.031
H 3.2126 3.1014 -1.7149  -0.017
H 3.9939 3.8375 -0.2904  -0.001
H -1.0262 -0.0858 -1.4665  0.051
H -1.3474 0.0221 -3.8914  0.083
H -0.7321 2.1216 -5.1255  0.098
H 0.2066 4.0093 -3.8044  0.109
H 0.5641 5.2470 -0.3894  0.013
H 1.2918 5.0891 1.2255  0.026
H -0.2787 5.8567 1.0418  0.032
H -2.1059 4.0940 -0.9374  0.028
H -2.8307 4.4588 0.6327  0.036
H -2.8688 2.8101 0.0012  -0.022
H 0.1141 2.8696 3.2349  0.027
H -1.6137 2.5992 3.0235  0.005
H -0.9884 4.2502 3.1749  0.035
H 4.3968 -2.4079 0.0682  0.087
H 3.1795 -4.4703 -0.4797  0.115
H 0.7433 -4.2946 -1.1260  0.111
H -0.3452 -2.1069 -0.9318  0.041
H 2.0792 1.5745 -2.7867  0.001
H 1.9696 -0.1581 -3.0648  0.031
H 3.0413 0.8280 -4.0646  0.046
H 5.3826 2.4880 -1.4184  0.001
H 5.4071 2.0294 -3.1142  0.042
H 6.4493 1.1996 -1.9719  0.023
H 4.0893 -2.0343 -2.7324  0.031
H 5.6747 -1.6580 -2.0415  0.019
H 5.2140 -1.0019 -3.6092  0.041
H 5.5963 2.4408 0.8742  0.013
H 6.4854 1.6455 2.1686  0.037
H 4.8110 2.1538 2.4279  0.012
H 6.9063 -0.3224 -0.5274  0.011
H 6.4332 -1.8432 0.2288  0.025
H 7.3211 -0.6435 1.1515  0.039
H 4.6762 -0.4590 3.5450  0.032
H 5.3491 -1.8486 2.6999  0.038
H 3.6228 -1.5384 2.6344  0.014
C -0.3588 -3.0442 -4.3470  -0.082
C -1.8244 -3.4350 -4.2371  -0.271
N -2.7055 -2.2799 -4.2318  -0.023
C -3.2393 -1.7151 -3.1173  -0.820
S -3.0460 -2.3544 -1.5800  0.699
N -3.9088 -0.5661 -3.3406  -0.014
C -4.4888 0.2885 -2.3147  -0.274
C -4.3678 1.7515 -2.7013  -0.071
H 0.2775 -3.9307 -4.3425  0.075
H -0.0692 -2.4130 -3.5047  0.050
H -0.1569 -2.4957 -5.2702  0.073
H -2.0075 -3.9673 -3.3077  0.062
H -2.1218 -4.0905 -5.0589  0.114
H -2.7347 -1.7341 -5.0787  0.133
H -4.0692 -0.2894 -4.2970  0.139
H -3.9519 0.0871 -1.3893  0.027
H -5.5343 0.0122 -2.1495  0.112
H -3.3216 2.0360 -2.8166  0.056
H -4.8042 2.3784 -1.9230  0.076
H -4.8955 1.9707 -3.6338  0.074
F 1.2201 -0.1652 6.8651  0.046
C 0.8396 -0.1038 5.5688  -0.290
C 1.7812 -0.2839 4.5849  -0.009
C 1.3698 -0.2135 3.2588  -0.133
C 0.0491 0.0469 2.9004  -0.267
C -0.8788 0.1935 3.9411  -0.121
C -0.4864 0.1211 5.2692  -0.007
H 2.8109 -0.4830 4.8506  0.104
H 2.1110 -0.3843 2.4853  0.031
H -1.9242 0.3771 3.7286  0.061
H -1.2025 0.2463 6.0712  0.119

Computed properties:
Maximum force (eV/A): 1.24
Net charge: 0
HOMO level (eV): -7.31
Energy above the lowest of the compared OMol25 structures with the same formula, charge and spin (kcal/mol): 0.0